(1)
46
Properties=species:S:1:pos:R:3:forces:R:3:lowdin_charge:R:1 method="wB97M-V/def2-TZVPD" e_above_lowest_kcal_mol=0.0 largest_force_ev_per_a=4.35 total_charge=+2 spin_multiplicity=4 energy_ev=-32959.3821 orbital_gap_ha="0.2517 / 0.1873" homo_ev="-14.301 / -15.889"
Re 0.2103 -0.3236 -0.7062 0.08 -2.42 0.87 1.129
P 0.5588 1.9011 -0.5338 0.27 4.34 -0.08 0.722
O -0.9480 -1.8512 1.9008 -0.25 1.04 -1.54 -0.065
O -2.0828 -2.0487 -0.0175 2.61 1.68 0.97 0.061
N 1.0573 -1.1828 -2.4947 0.13 0.13 -0.53 -0.395
C 1.8087 2.7115 -1.6075 0.29 -0.57 -0.25 -0.225
C -1.1605 -1.5087 0.6025 -1.70 -1.49 0.72 -0.469
C -1.9092 -0.5967 -2.7757 1.73 0.58 1.03 -0.217
C -2.8739 2.0204 -2.7505 -2.09 -0.20 -1.76 0.061
C 0.0047 -2.2000 -2.2733 0.11 0.07 -0.55 -0.201
C 2.4014 -1.8272 -2.3452 0.57 0.02 -0.12 -0.046
C -3.0963 -0.2803 -3.4442 -0.79 0.10 -0.69 0.091
C -3.5776 1.0244 -3.4542 -0.13 1.87 0.58 0.028
C 0.8898 2.9008 0.9794 -0.14 -0.80 0.36 -0.203
C -1.2340 0.3560 -2.0033 -1.97 -0.26 -0.48 -0.221
C -0.3329 -0.9152 2.8236 0.44 0.12 -0.60 -0.033
C 1.0323 -0.3769 -3.7371 0.57 -0.26 -0.62 -0.020
C -1.7370 1.6919 -2.0007 1.25 -0.57 0.67 -0.204
C -0.9968 2.7219 -1.2081 0.12 -0.73 0.07 -0.213
C -1.3335 -1.9513 -2.9630 0.25 -0.70 0.36 -0.107
H 0.3954 -3.2068 -2.4926 -0.31 0.30 0.09 0.162
H 2.7829 2.2498 -1.4070 -0.10 0.18 -0.09 0.060
H 1.9174 2.7025 1.3059 -0.18 0.05 -0.03 0.069
H -3.1853 3.0744 -2.7868 -0.07 -0.59 -0.02 0.152
H -1.2005 -2.1598 -4.0352 -0.17 -0.05 0.15 0.156
H 1.7115 -0.8858 -4.4300 -0.37 0.35 -0.25 0.104
H -2.0321 -2.7004 -2.5659 0.01 0.05 -0.16 0.156
H -3.6083 -1.0771 -3.9847 -0.08 0.24 0.09 0.159
H 3.0593 -1.1913 -1.7430 -0.14 -0.36 -0.20 0.074
H 2.8376 -1.9262 -3.3482 -0.07 -0.21 0.36 0.104
H -0.7603 0.4391 0.4742 -0.06 0.01 -0.10 0.043
H -4.5028 1.2743 -3.9871 0.49 -0.10 0.22 0.142
H -0.0812 -2.2325 -1.1377 -0.31 -0.82 -0.13 0.079
H 1.8898 -0.1652 -0.6216 0.01 0.13 1.26 -0.007
H -1.6168 3.0850 -0.3681 0.08 -0.03 -0.29 0.133
H -0.6630 -1.2185 3.8180 0.08 0.11 -0.24 0.112
H -0.7394 3.5867 -1.8474 -0.13 -0.19 0.35 0.129
H 0.7771 3.9820 0.7977 -0.02 -0.51 -0.24 0.077
H 1.4526 0.6144 -3.5206 -0.23 -0.34 -0.14 0.087
H 0.0431 -0.2959 -4.1965 0.39 0.07 0.28 0.096
H 1.8782 3.7907 -1.4014 -0.18 -0.42 0.06 0.074
H 2.3057 -2.8294 -1.9012 0.11 0.53 0.05 0.111
H 0.2094 2.6002 1.7824 0.12 0.09 -0.05 0.049
H -0.6362 0.1139 2.5819 -0.14 -0.36 0.29 0.067
H 0.7552 -0.9776 2.7171 -0.15 -0.09 0.23 0.094
H 1.5731 2.5780 -2.6677 0.06 0.02 0.12 0.042

(2)
43
Properties=species:S:1:pos:R:3:forces:R:3:lowdin_charge:R:1 method="wB97M-V/def2-TZVPD" e_above_lowest_kcal_mol=0.0 largest_force_ev_per_a=3.82 total_charge=+2 energy_ev=-22142.6395 orbital_gap_ha="0.2422 / 0.2387" homo_ev="-15.705 / -15.651"
Tl 0.0775 1.1009 0.6256 -2.76 -1.65 0.54 1.123
N 0.1123 -0.1530 3.0030 -0.02 -0.14 2.12 0.050
C 0.7680 4.7852 -1.8182 0.24 0.05 -0.19 -0.080
C 0.4978 3.6884 -0.7963 -0.40 -0.40 0.54 -0.372
C -0.8969 -0.1251 -2.9600 -0.16 0.30 -0.09 0.015
C 1.6975 2.7882 -0.4819 1.19 0.20 1.44 -0.216
C 0.5754 -1.5577 -1.3982 0.62 -0.10 -0.26 -0.171
C -1.6314 -1.3470 -0.7944 -0.62 0.01 -0.02 -0.186
C -1.6229 -2.7624 1.3651 -0.05 0.18 0.28 0.017
C -0.6637 -0.9684 -1.7644 -0.33 0.30 -0.60 -0.204
C 0.3724 -2.3027 -0.2085 0.27 -0.39 0.32 -0.145
C 1.8463 -1.4185 -2.1459 0.36 0.03 0.13 0.020
C 0.0237 -0.0901 5.6123 -0.05 -0.04 0.55 -0.026
C 0.0622 -0.1486 4.1680 0.17 0.18 -2.11 -0.203
C 1.3900 -3.0906 0.5233 0.28 0.10 0.08 0.023
C -3.0617 -0.9620 -0.7777 -0.12 0.27 0.03 0.017
C -0.9869 -2.1654 0.1680 -0.22 -0.33 0.40 -0.153
H 0.0138 0.9578 5.9417 0.00 -0.27 -0.13 0.110
H 1.2709 -4.1692 0.3349 -0.05 0.22 0.04 0.130
H -0.1360 5.3797 -1.9713 0.11 -0.11 0.04 0.090
H -1.8458 0.4207 -2.8904 0.25 -0.17 -0.08 0.092
H -1.9925 -3.7801 1.1576 0.11 0.22 -0.03 0.131
H -2.4794 -2.1614 1.6975 0.17 -0.23 -0.14 0.097
H 0.9080 -0.5862 6.0309 -0.20 0.10 -0.12 0.109
H 1.8407 -2.0317 -3.0614 -0.06 0.16 0.17 0.129
H 1.6200 2.1108 0.5476 1.71 2.47 -2.36 -0.051
H -0.3408 3.0824 -1.1725 0.01 0.07 0.01 0.062
H 1.0593 4.3674 -2.7856 0.02 0.04 0.09 0.087
H 1.5589 5.4610 -1.4837 -0.06 -0.11 -0.02 0.091
H 2.6993 -1.7440 -1.5389 -0.18 0.07 -0.24 0.091
H -3.2463 -0.0708 -1.3890 0.00 -0.26 0.13 0.092
H -0.8792 -0.5889 5.9856 0.21 0.11 -0.10 0.107
H 1.3064 -2.9337 1.6070 -0.04 -0.10 -0.22 0.099
H 1.9892 2.1375 -1.3152 -0.04 -0.06 0.26 0.079
H 0.1459 4.1507 0.1340 0.04 0.00 -0.06 0.111
H -3.6947 -1.7714 -1.1762 0.17 0.13 0.10 0.131
H 2.0268 -0.3775 -2.4540 -0.12 -0.28 -0.02 0.095
H 2.4024 -2.8111 0.2132 -0.21 -0.16 0.10 0.090
H -0.9389 -0.7379 -3.8758 0.06 0.11 0.22 0.128
H -0.0913 0.6112 -3.1060 -0.14 -0.27 0.00 0.098
H -0.9124 -2.8267 2.1994 -0.14 -0.09 -0.26 0.087
H 2.5638 3.3948 -0.1941 -0.05 -0.04 -0.27 0.103
H -3.4075 -0.7547 0.2449 0.06 -0.13 -0.25 0.101

(3)
74
Properties=species:S:1:pos:R:3:forces:R:3:lowdin_charge:R:1 method="wB97M-V/def2-TZVPD" largest_force_ev_per_a=11.66 total_charge=-1 energy_ev=-258692.1420 orbital_gap_ha=0.2188 homo_ev=-4.908
Br 1.6151 1.5530 -0.4728 0.28 1.18 -1.79 0.657
Br 1.7892 4.0329 -4.8079 -0.60 -1.31 1.87 0.616
S 4.5976 4.9358 -10.0517 -0.15 0.03 0.23 0.673
S -1.4292 -4.2363 3.2413 -0.22 -0.02 -0.56 0.717
S -2.0565 5.2592 -1.1310 0.70 0.10 -0.62 0.662
S 0.7388 -1.1923 2.4140 0.26 0.34 -0.82 0.679
S -6.0653 -6.4554 7.0482 -0.06 0.32 0.14 0.671
O -0.7380 5.7485 -1.4604 -2.12 -0.49 0.29 -0.220
O 4.7387 3.4257 -9.4536 -0.40 1.02 -0.77 -0.202
O 3.4955 4.9489 -10.9878 1.59 0.01 0.79 -0.250
O -0.0894 -2.3962 1.6893 5.08 4.84 0.15 -0.322
O -6.5951 -5.7919 5.8776 0.91 -0.58 1.49 -0.241
O -2.0030 -3.1429 4.3057 0.51 -0.94 -0.49 -0.182
O -1.4278 -3.6405 1.9254 -4.30 -5.50 2.94 -0.242
O 7.1590 3.1284 -3.0947 -1.14 -1.87 2.40 0.031
O 2.2231 -1.6072 1.8826 -0.74 0.44 0.19 -0.193
O -2.6717 -5.2894 3.3295 0.34 0.67 -0.08 -0.191
O -0.2637 -4.8638 3.8234 -1.15 0.93 -1.01 -0.225
O 6.3769 1.6213 -1.2215 -0.04 2.84 -0.23 0.015
O 0.3663 0.0547 1.7836 0.38 -1.32 1.39 -0.327
O -5.4453 -5.7453 8.1426 -0.95 -0.68 -1.57 -0.230
O -5.0509 -7.6308 6.5509 -0.84 0.75 0.00 -0.202
O 4.6429 2.5999 -2.9520 4.24 -0.24 1.23 0.039
O -1.9153 3.7491 -0.5329 -0.59 0.96 -0.34 -0.212
O -2.5480 5.9861 0.2440 0.56 -0.37 -0.53 -0.200
O -7.2294 -7.4236 7.6549 0.97 0.62 -0.02 -0.192
O 4.1061 5.6627 -8.6767 0.88 -0.33 -1.13 -0.196
O 0.6875 -1.3981 3.8428 -0.23 0.39 -1.55 -0.236
O -3.1586 5.2723 -2.0671 1.42 -0.02 0.96 -0.249
O 5.9160 5.4251 -10.3811 -1.71 -0.41 0.08 -0.247
C -5.5034 -8.8902 7.0452 -0.11 -0.53 0.52 -0.171
C -0.2810 2.3091 -3.2342 0.37 1.86 -0.92 -0.173
C -3.3517 -3.4664 4.6395 -0.68 -0.08 -0.15 -0.162
C 3.7049 4.6633 -7.7423 -0.51 -0.69 0.37 -0.208
C -2.0547 3.7848 0.8865 0.32 0.14 0.64 -0.171
C 2.1626 -2.8857 1.2527 -0.11 -0.56 0.01 -0.161
C 2.2172 2.7098 -2.0419 -3.49 1.15 -4.49 -0.449
C 3.8535 6.2693 -2.6220 0.36 -8.11 3.12 -0.011
C -2.9491 4.9867 1.1784 -0.39 -0.52 0.05 -0.183
C -7.0170 -8.7531 7.1858 0.05 -0.45 -0.60 -0.175
C 4.5993 3.4614 -8.0342 0.20 0.17 0.95 -0.165
C -3.4603 -4.9801 4.4763 -0.09 0.01 0.68 -0.182
C 0.7432 -3.0031 0.7038 0.58 0.29 -0.67 -0.154
C 1.2620 2.9374 -3.1702 0.93 -2.16 4.19 -0.589
C 3.8520 4.9531 -2.0685 -0.31 10.31 -5.44 -0.005
B 6.0067 2.4478 -2.4043 -0.74 0.81 -0.99 -0.527
B 3.7528 3.2981 -1.9756 0.31 -0.07 0.92 -0.845
H -7.5135 -8.8519 6.2147 0.07 -0.08 0.08 0.134
H -5.0313 -9.0639 8.0176 -0.07 -0.03 -0.09 0.134
H -3.5802 -3.1436 5.6587 0.28 -0.02 -0.17 0.139
H 2.6526 4.4266 -7.9320 0.10 -0.04 0.10 0.119
H -2.4881 2.8495 1.2507 0.08 0.10 -0.30 0.137
H 2.9172 -2.9588 0.4649 -0.11 0.29 0.17 0.139
H 4.1901 3.0158 -0.8961 -0.13 0.10 0.69 0.061
H 7.9856 2.9233 -2.5597 -1.65 0.25 -1.06 0.092
H -0.7244 2.0623 -2.1792 1.28 0.25 -2.08 0.041
H -0.3370 1.4327 -4.0111 0.15 1.55 1.70 0.075
H 3.9766 7.3395 -3.1363 -0.33 -3.04 1.74 0.021
H -0.9461 3.1975 -3.6739 1.33 -1.95 0.87 0.071
H -3.0255 -5.5013 5.3357 -0.10 0.08 0.02 0.132
H 0.4466 -4.0410 0.5345 -0.12 0.25 0.28 0.134
H 0.6325 -2.4368 -0.2270 0.09 -0.09 0.04 0.141
H -4.0107 -2.9460 3.9370 0.00 -0.08 0.09 0.136
H -1.0597 3.9187 1.3231 -0.10 -0.05 -0.01 0.137
H 6.6737 2.2317 -0.4574 -0.82 -1.49 -1.97 0.124
H 5.5943 3.5953 -7.5976 -0.14 -0.02 0.04 0.137
H -5.2236 -9.6926 6.3574 0.02 0.34 -0.02 0.138
H 4.1659 2.5261 -7.6700 0.04 0.17 -0.26 0.139
H -2.8378 5.3497 2.2029 0.12 0.14 -0.28 0.133
H 3.8162 5.0263 -6.7178 0.12 0.09 -0.27 0.104
H -4.0015 4.7500 0.9887 0.06 -0.04 0.08 0.128
H 2.3556 -3.6495 2.0129 -0.05 0.00 -0.08 0.130
H -7.4380 -9.4803 7.8842 0.05 0.34 0.04 0.137
H -4.4921 -5.3109 4.3354 0.24 0.04 -0.19 0.120

(4)
60
Properties=species:S:1:pos:R:3:forces:R:3:lowdin_charge:R:1 method="wB97M-V/def2-TZVPD" largest_force_ev_per_a=8.77 total_charge=-1 energy_ev=-64908.5223 orbital_gap_ha=0.2228 homo_ev=-4.187
Nb 2.8932 -0.6082 -0.0699 4.43 -0.14 2.39 1.218
Cl 4.5262 0.3406 1.5490 -1.09 -0.29 -1.04 -0.126
F -3.3818 -3.0784 -1.5631 1.86 3.80 2.13 0.015
F 0.0154 -1.8272 0.6084 -1.47 -1.28 -4.64 -0.081
F -2.9035 -2.0554 0.5459 0.57 0.51 -4.32 0.024
F -1.4516 -1.8523 -2.9731 -0.13 1.57 4.54 0.012
F -0.0944 -3.4756 -1.2640 -0.64 3.60 1.92 -0.001
F -1.3393 0.1350 -1.6606 -0.52 -4.92 0.84 0.021
O 1.8396 -2.8891 5.0867 0.53 0.16 0.44 -0.010
O 2.2175 -2.6073 2.8958 -1.41 -0.49 3.16 0.003
O 2.4322 2.3933 -1.2333 2.87 -0.17 0.83 -0.117
O -4.2185 0.3643 -0.1443 0.64 -2.63 -3.44 0.016
O -3.4166 3.4285 -2.0931 -0.67 -0.38 0.41 0.001
O 1.4657 -1.2507 -2.8387 -2.24 -1.25 6.92 -0.122
O -4.8588 -0.6963 -2.2800 5.47 -0.03 6.86 0.008
O -5.0262 3.4653 -0.5343 1.00 0.27 -1.71 0.074
N 4.1776 1.1441 -2.7051 -0.34 1.92 0.49 0.023
C 1.0552 -2.6809 6.2751 -0.03 -0.16 -0.18 -0.237
C -4.0646 -0.6770 -1.2057 -4.57 2.04 -3.30 -0.165
C 5.9860 -1.5425 -0.8784 0.53 -1.17 -0.97 -0.281
C -0.1224 -2.0444 -0.8505 1.47 -0.05 -1.04 -0.212
C -2.8934 3.7894 -3.3842 0.28 0.17 -0.13 -0.220
C -1.4432 -1.3672 -1.5406 0.24 0.06 -2.29 -0.087
C -4.5285 3.9634 -1.5424 -0.13 -0.51 1.13 -0.492
C -2.8848 -1.8264 -0.9147 -2.70 -0.57 0.60 -0.108
C -1.9576 4.9766 -3.2736 0.03 0.20 0.19 -0.064
C 0.1759 -3.8828 6.5577 -0.16 -0.17 -0.12 -0.075
C 1.2495 -1.3675 -1.5276 1.58 1.01 -4.59 -0.294
C -0.0364 -2.3460 3.5994 -0.27 0.73 -0.14 0.009
C 1.4244 -2.5930 3.8354 1.03 -0.07 -2.14 -0.488
C 4.4165 -1.9435 -1.1031 0.15 -1.46 -1.26 -0.473
C -5.0833 5.2306 -2.1230 -0.68 0.06 -0.34 0.006
B 3.2348 1.1524 -1.5117 -1.89 2.22 -2.10 -0.639
H 6.2463 -0.6276 -1.5756 -0.49 -1.61 1.74 0.057
H 4.9278 1.8575 -2.4592 -0.87 -0.97 -0.49 0.063
H 6.6314 -2.4520 -1.3048 -1.14 1.90 0.85 0.059
H -0.5288 -1.8326 4.4236 -0.08 -0.23 0.13 0.071
H 4.2029 -1.8526 -2.2741 0.40 -0.15 2.34 0.051
H 6.3231 -1.4131 0.2340 -0.83 0.06 -2.17 0.024
H 0.4871 -1.7491 6.2158 -0.01 -0.11 -0.11 0.112
H -0.5484 -4.0478 5.7554 0.03 0.11 0.11 0.067
H -2.4793 5.8666 -2.9111 0.00 -0.04 -0.13 0.064
H 1.5678 0.3124 0.7641 -0.76 -0.31 0.14 -0.103
H -0.1404 -1.6912 2.7278 0.13 -0.38 0.19 0.073
H 4.2043 -3.0903 -0.8521 0.70 2.31 -0.46 0.042
H -2.3305 2.9213 -3.7427 -0.22 0.01 0.33 0.130
H 3.6256 1.6253 -3.4769 0.81 -0.59 1.06 0.069
H -6.1580 5.2650 -1.9155 0.30 0.01 0.19 0.093
H -3.6982 3.9543 -4.1051 -0.04 0.05 0.15 0.112
H -0.5359 -3.2957 3.3930 0.03 0.10 0.04 0.100
H -1.5128 5.2076 -4.2457 -0.05 -0.06 0.10 0.082
H 2.5299 -2.0187 1.0572 -1.22 0.01 -1.48 -0.039
H -4.9824 5.2930 -3.2053 0.25 0.11 0.07 0.073
H -0.3706 -3.7475 7.4954 0.05 -0.01 -0.06 0.076
H 1.7677 -2.5566 7.0972 0.09 -0.01 -0.32 0.119
H 0.7815 -4.7919 6.6303 -0.01 0.18 0.06 0.082
H -1.1549 4.7665 -2.5593 -0.09 -0.09 -0.18 0.090
H 3.0304 3.0598 -0.7417 -1.37 -1.41 -1.26 0.095
H -4.6893 1.1771 -0.5146 0.64 -1.36 0.19 0.102
H -4.6011 6.0885 -1.6482 -0.01 -0.10 -0.10 0.098

Repeat the first record exactly.
46
Properties=species:S:1:pos:R:3:forces:R:3:lowdin_charge:R:1 method="wB97M-V/def2-TZVPD" e_above_lowest_kcal_mol=0.0 largest_force_ev_per_a=4.35 total_charge=+2 spin_multiplicity=4 energy_ev=-32959.3821 orbital_gap_ha="0.2517 / 0.1873" homo_ev="-14.301 / -15.889"
Re 0.2103 -0.3236 -0.7062 0.08 -2.42 0.87 1.129
P 0.5588 1.9011 -0.5338 0.27 4.34 -0.08 0.722
O -0.9480 -1.8512 1.9008 -0.25 1.04 -1.54 -0.065
O -2.0828 -2.0487 -0.0175 2.61 1.68 0.97 0.061
N 1.0573 -1.1828 -2.4947 0.13 0.13 -0.53 -0.395
C 1.8087 2.7115 -1.6075 0.29 -0.57 -0.25 -0.225
C -1.1605 -1.5087 0.6025 -1.70 -1.49 0.72 -0.469
C -1.9092 -0.5967 -2.7757 1.73 0.58 1.03 -0.217
C -2.8739 2.0204 -2.7505 -2.09 -0.20 -1.76 0.061
C 0.0047 -2.2000 -2.2733 0.11 0.07 -0.55 -0.201
C 2.4014 -1.8272 -2.3452 0.57 0.02 -0.12 -0.046
C -3.0963 -0.2803 -3.4442 -0.79 0.10 -0.69 0.091
C -3.5776 1.0244 -3.4542 -0.13 1.87 0.58 0.028
C 0.8898 2.9008 0.9794 -0.14 -0.80 0.36 -0.203
C -1.2340 0.3560 -2.0033 -1.97 -0.26 -0.48 -0.221
C -0.3329 -0.9152 2.8236 0.44 0.12 -0.60 -0.033
C 1.0323 -0.3769 -3.7371 0.57 -0.26 -0.62 -0.020
C -1.7370 1.6919 -2.0007 1.25 -0.57 0.67 -0.204
C -0.9968 2.7219 -1.2081 0.12 -0.73 0.07 -0.213
C -1.3335 -1.9513 -2.9630 0.25 -0.70 0.36 -0.107
H 0.3954 -3.2068 -2.4926 -0.31 0.30 0.09 0.162
H 2.7829 2.2498 -1.4070 -0.10 0.18 -0.09 0.060
H 1.9174 2.7025 1.3059 -0.18 0.05 -0.03 0.069
H -3.1853 3.0744 -2.7868 -0.07 -0.59 -0.02 0.152
H -1.2005 -2.1598 -4.0352 -0.17 -0.05 0.15 0.156
H 1.7115 -0.8858 -4.4300 -0.37 0.35 -0.25 0.104
H -2.0321 -2.7004 -2.5659 0.01 0.05 -0.16 0.156
H -3.6083 -1.0771 -3.9847 -0.08 0.24 0.09 0.159
H 3.0593 -1.1913 -1.7430 -0.14 -0.36 -0.20 0.074
H 2.8376 -1.9262 -3.3482 -0.07 -0.21 0.36 0.104
H -0.7603 0.4391 0.4742 -0.06 0.01 -0.10 0.043
H -4.5028 1.2743 -3.9871 0.49 -0.10 0.22 0.142
H -0.0812 -2.2325 -1.1377 -0.31 -0.82 -0.13 0.079
H 1.8898 -0.1652 -0.6216 0.01 0.13 1.26 -0.007
H -1.6168 3.0850 -0.3681 0.08 -0.03 -0.29 0.133
H -0.6630 -1.2185 3.8180 0.08 0.11 -0.24 0.112
H -0.7394 3.5867 -1.8474 -0.13 -0.19 0.35 0.129
H 0.7771 3.9820 0.7977 -0.02 -0.51 -0.24 0.077
H 1.4526 0.6144 -3.5206 -0.23 -0.34 -0.14 0.087
H 0.0431 -0.2959 -4.1965 0.39 0.07 0.28 0.096
H 1.8782 3.7907 -1.4014 -0.18 -0.42 0.06 0.074
H 2.3057 -2.8294 -1.9012 0.11 0.53 0.05 0.111
H 0.2094 2.6002 1.7824 0.12 0.09 -0.05 0.049
H -0.6362 0.1139 2.5819 -0.14 -0.36 0.29 0.067
H 0.7552 -0.9776 2.7171 -0.15 -0.09 0.23 0.094
H 1.5731 2.5780 -2.6677 0.06 0.02 0.12 0.042